The following is a quantum chemistry calculation of a structure of composition C43H34BrF4MnN4OPS2, from the Open Molecules 2025 dataset.

The value obtained for the frontier orbital gap (spin up / spin down) is 4.01 / 5.82 eV. The energy above the lowest of the compared OMol25 structures with the same formula, charge and spin comes out at 7.70 kcal/mol. As for the net charge: +3. As for the multiplicity: 5.

Geometry as XYZ:
```
91
C43H34BrF4MnN4OPS2, DFT wB97M-V/def2-TZVPD
N -3.11 -0.83 0.92
C 2.08 -2.67 3.99
S -0.47 5.71 2.90
F -0.62 1.20 -4.92
C 1.31 0.86 4.88
H -5.06 -1.20 1.67
Mn 0.78 -0.54 -0.10
H 4.75 2.79 -1.33
H -0.75 7.99 2.10
N 0.88 1.04 1.20
C 2.51 -4.88 2.90
H -4.29 -4.03 0.27
C 1.74 -1.32 3.90
C 0.49 -0.31 -3.49
H -0.99 -4.39 -0.19
F 2.03 -3.49 -4.34
O -1.02 -1.19 0.17
C -3.98 2.25 -1.97
H 1.86 -0.84 6.01
C -2.97 3.13 -1.64
C -3.68 0.94 -2.33
H 3.01 1.10 -0.97
H -1.02 -3.07 -1.38
H 1.09 4.84 -0.23
C -2.20 -1.65 0.39
P 0.34 0.80 -2.07
C -4.55 -0.98 0.73
C -3.45 -3.72 0.89
C 3.79 2.90 -1.81
C 1.04 1.41 3.58
H 3.43 -8.01 4.19
H 4.32 4.73 -2.78
C -1.64 -3.72 -0.76
C 3.16 -7.15 3.61
C 0.56 5.30 0.60
H -2.94 -4.61 1.26
C 0.88 -1.97 -5.72
C -1.64 2.72 -1.68
H -2.35 1.13 0.68
C 0.26 4.65 1.77
H -2.14 -0.50 -2.67
H 0.69 3.43 4.22
C 1.65 -0.44 5.03
C -2.66 0.45 1.47
H -5.01 2.58 -1.96
C 1.17 -1.52 -3.39
N -2.48 -2.93 0.13
H -1.84 0.30 2.18
C -1.34 1.41 -2.05
C 2.80 1.95 -1.62
C 1.32 3.19 -3.08
H 2.14 4.98 -3.92
S 2.84 -5.67 4.39
C 2.66 -5.75 1.85
N 1.53 -1.57 1.51
C 3.03 -7.05 2.26
C 0.53 3.25 2.09
H -3.49 0.89 2.01
H -0.87 3.44 -1.45
C 0.60 2.32 1.03
C 0.02 0.05 -4.74
H 2.30 -3.09 4.96
C 0.19 6.66 0.62
C 1.38 -2.35 -4.47
H 3.20 -7.88 1.58
H 1.87 -3.44 0.72
F 1.06 -2.75 -6.75
C 2.32 4.13 -3.27
C 1.12 0.57 2.46
C -2.37 0.51 -2.37
C 3.54 3.99 -2.63
H 2.52 -5.49 0.81
C 0.73 2.76 3.37
H 0.35 7.36 -0.19
C 1.56 2.10 -2.24
H -4.94 -0.05 0.34
Br 1.92 -2.09 -1.74
C 2.15 -3.47 2.86
C 1.85 -2.85 1.63
H 0.43 2.66 0.02
H -4.76 -1.77 0.02
H 1.25 1.51 5.74
C 0.20 -0.77 -5.85
H -4.48 0.26 -2.61
H -3.82 -3.16 1.74
F -0.26 -0.40 -7.02
H -2.27 -4.32 -1.41
H 0.38 3.30 -3.60
H -3.20 4.15 -1.37
C 1.47 -0.80 2.63
C -0.38 7.02 1.81
```